Record 1
# C4H14N4O

A 3-piece molecular cluster, C4H14N4O overall (the ωB97M-V functional and the def2-TZVPD basis, the Open Molecules 2025 dataset).

Positions of all 23 atoms, in Å:
1 C -1.726 -1.177 -1.350
2 C -1.720 1.020 0.923
3 C -0.646 0.455 0.025
4 O -0.831 -0.907 -0.262
5 N -0.139 1.162 -0.972
6 H -0.207 2.157 -0.780
7 H -1.406 -0.668 -2.261
8 H -2.748 -0.872 -1.103
9 H -1.708 -2.255 -1.497
10 H -1.462 2.023 1.256
11 H -1.870 0.388 1.796
12 H -2.659 1.080 0.365
13 C 0.787 0.141 1.771
14 N 2.499 -0.432 -0.125
15 N 1.934 -1.560 -0.563
16 N 2.364 0.569 -0.943
17 H 1.894 -2.234 0.189
18 H 1.033 -1.462 -1.032
19 H 1.266 0.833 -1.215
20 H 2.860 1.365 -0.560
21 H 0.142 -0.661 2.124
22 H 0.523 1.105 2.198
23 H 1.819 -0.069 2.018

As for the maximum force: 1.4 eV Å⁻¹. The calculated total energy is -12377.3608 eV. As for the HOMO-LUMO gap: 7.2 eV. The relative energy (zero: lowest compared OMol25 entry of this formula, charge and spin) is 538.8 kJ/mol.

***

Record 2
# C8H10BF4NY

C8H10BF4NY as an isolated structure (the ωB97M-V functional and the def2-TZVPD basis, the Open Molecules 2025 dataset).

Positions of all 25 atoms, in Å:
1 C -1.353 -1.819 -0.318
2 C -0.732 -1.440 -1.523
3 C -1.366 -0.269 -2.010
4 C -2.417 0.084 -1.090
5 C -2.392 -0.884 -0.026
6 Y -0.178 0.498 0.124
7 C 2.086 -0.064 -0.559
8 C 1.851 -1.085 0.450
9 C 2.455 -2.340 0.661
10 N 0.852 -0.988 1.404
11 H -1.185 0.234 -2.976
12 H 0.065 -2.002 -2.037
13 H -3.154 0.875 -1.202
14 H -3.116 -0.972 0.787
15 H -1.142 -2.742 0.254
16 H 2.251 -0.163 -1.700
17 H 0.768 -1.544 2.278
18 H 2.690 0.809 -0.249
19 H 3.225 -2.671 0.003
20 H 2.155 -2.851 1.581
21 F 0.217 3.094 -0.502
22 B -0.214 3.212 0.815
23 F -1.285 2.043 1.032
24 F 1.110 2.554 1.626
25 F -0.563 4.412 1.311

As for the maximum force: 6.4 eV Å⁻¹. The total charge is -1. The calculated total energy is -22544.3177 eV. As for the HOMO-LUMO gap: 5.7 eV. The relative energy (zero: lowest compared OMol25 entry of this formula, charge and spin) is 0.0 kJ/mol.